[1]
Density functional theory data (ωB97M-V/def2-TZVPD) for a molecular structure, C19H36Al2BClF5InNaO4PS in a non-equilibrium geometry.

Geometry (Å):
C: 0.288 -4.605 0.894
O: -0.424 -5.099 -0.219
C: -1.133 -4.100 -0.917
C: -2.418 -3.760 -0.200
C: -3.199 -2.625 -0.912
C: -3.576 -1.557 0.097
C: -3.995 -0.220 -0.507
C: -3.109 0.291 -1.638
C: -1.596 0.131 -1.433
C: -0.923 1.308 -0.694
In: -0.309 0.437 1.294
C: 1.865 0.322 1.685
C: 2.284 -1.113 1.345
C: 3.099 -1.157 0.096
C: 3.129 -0.093 -0.699
C: 3.879 -0.077 -1.801
C: 4.594 -1.134 -2.114
C: 4.556 -2.259 -1.352
C: 3.809 -2.276 -0.234
P: -1.521 1.771 3.185
S: -1.440 0.596 4.868
H: -0.043 -5.100 1.797
H: 1.348 -4.806 0.811
H: 0.152 -3.538 1.011
H: -1.386 -4.558 -1.865
H: -0.478 -3.233 -1.028
H: -2.145 -3.408 0.783
H: -3.061 -4.617 -0.111
H: -2.566 -2.262 -1.716
H: -4.066 -3.082 -1.363
H: -2.788 -1.378 0.814
H: -4.409 -1.952 0.664
H: -4.122 0.512 0.279
H: -4.987 -0.356 -0.922
H: -3.421 -0.110 -2.593
H: -3.275 1.356 -1.709
H: -1.172 0.101 -2.455
H: -1.294 -0.793 -0.944
H: -1.558 2.176 -0.603
H: -0.017 1.588 -1.208
H: -0.907 -1.237 1.418
H: 2.432 1.070 1.166
H: 1.987 0.470 2.744
H: 2.905 -1.480 2.154
H: 1.453 -1.809 1.310
H: 2.578 0.780 -0.455
H: 3.873 0.810 -2.392
H: 5.178 -1.032 -3.001
H: 5.121 -3.128 -1.631
H: 3.804 -3.157 0.374
H: -0.951 3.107 3.323
H: -2.886 1.936 2.872
Al: -2.575 4.142 3.568
B: -6.421 4.708 5.837
F: -5.061 4.280 5.707
F: -7.098 4.340 4.666
F: -6.983 4.082 6.941
F: -6.436 6.090 5.991
O: 3.051 3.042 -2.248
C: 4.142 3.406 -1.809
C: 4.820 4.730 -3.005
O: 5.907 5.063 -2.587
H: 4.966 2.670 -1.748
H: 4.182 3.912 -0.825
H: 3.980 5.454 -2.996
H: 4.742 4.183 -3.966
Al: 4.297 -1.532 -4.554
F: 4.724 2.360 0.254
O: 2.163 0.942 -4.378
H: 2.273 1.643 -3.705
Na: -0.475 -1.164 -3.255
Cl: -3.357 -0.002 3.846

The LUMO energy comes out at -0.1666 Eh. The calculation puts the calculated total energy at -3607.3253 Ha. The spin multiplicity is 1.

Charges computed using Mulliken, reported in e: atom 1 (C): -0.0537, atom 2 (O): -0.4638, atom 3 (C): -0.4426, atom 4 (C): -0.6976, atom 5 (C): -0.3356, atom 6 (C): -0.1282, atom 7 (C): -1.0048, atom 8 (C): -1.1590, atom 9 (C): 1.1429, atom 10 (C): -1.6768, atom 11 (In): 1.3578, atom 12 (C): -1.3405, atom 13 (C): -0.2648, atom 14 (C): 1.0820, atom 15 (C): 0.5087, atom 16 (C): -1.0331, atom 17 (C): 0.0186, atom 18 (C): -1.0809, atom 19 (C): -0.6874, atom 20 (P): 0.2851, atom 21 (S): 0.0416, atom 22 (H): 0.2938, atom 23 (H): 0.2517, atom 24 (H): -0.3290, atom 25 (H): 0.3664, atom 26 (H): 0.2362, atom 27 (H): 0.3097, atom 28 (H): 0.4127, atom 29 (H): 0.0346, atom 30 (H): 0.5298, atom 31 (H): -0.3250, atom 32 (H): 0.6234, atom 33 (H): 0.2622, atom 34 (H): 0.4304, atom 35 (H): 0.3717, atom 36 (H): 0.4905, atom 37 (H): -0.1687, atom 38 (H): -0.3521, atom 39 (H): 0.5194, atom 40 (H): 0.4445, atom 41 (H): -0.4671, atom 42 (H): 0.7066, atom 43 (H): 0.3889, atom 44 (H): 0.5111, atom 45 (H): -0.4879, atom 46 (H): -0.0716, atom 47 (H): 0.4169, atom 48 (H): 0.2831, atom 49 (H): 0.4367, atom 50 (H): 0.5468, atom 51 (H): 0.1002, atom 52 (H): 0.0599, atom 53 (Al): 0.5945, atom 54 (B): 0.5513, atom 55 (F): -0.4012, atom 56 (F): -0.4037, atom 57 (F): -0.3636, atom 58 (F): -0.3825, atom 59 (O): -0.5216, atom 60 (C): -0.1587, atom 61 (C): -0.1954, atom 62 (O): -0.4419, atom 63 (H): 0.1929, atom 64 (H): 0.4093, atom 65 (H): 0.2470, atom 66 (H): 0.2625, atom 67 (Al): 0.4518, atom 68 (F): -0.8227, atom 69 (O): -0.9016, atom 70 (H): 0.2481, atom 71 (Na): 0.8436, atom 72 (Cl): -0.1023

=====

[2]
Density functional theory data (ωB97M-V/def2-TZVPD) for a molecular structure, C26H33Cl2HgN5OS2.

Geometry (Å):
Hg: -0.472 -1.565 0.402
C: 0.061 -3.158 5.629
S: -1.208 -1.935 5.260
C: -1.233 -1.893 3.477
S: -0.079 -2.817 2.566
N: -2.152 -1.108 3.034
N: -2.217 -0.944 1.673
C: -3.327 -0.340 1.248
C: -3.609 -0.155 -0.119
C: -4.768 0.548 -0.553
C: -4.994 0.723 -1.889
C: -4.079 0.199 -2.824
C: -2.985 -0.487 -2.324
N: -2.740 -0.674 -1.035
H: 0.089 -3.228 6.717
H: 1.034 -2.850 5.258
H: -0.191 -4.130 5.211
H: -4.049 -0.023 1.995
H: -5.454 0.943 0.188
H: -5.873 1.263 -2.226
H: -4.220 0.316 -3.890
H: -2.245 -0.913 -2.999
C: 2.849 2.422 2.174
C: 1.467 1.808 2.160
O: 1.316 0.639 1.897
C: 0.299 2.683 2.494
C: -0.959 2.094 2.586
C: -2.071 2.873 2.863
C: -1.932 4.241 3.056
C: -0.677 4.833 2.977
C: 0.437 4.055 2.700
H: 3.574 1.644 1.952
H: 3.066 2.868 3.147
H: 2.914 3.209 1.421
H: -1.057 1.029 2.428
H: -3.044 2.402 2.923
H: -2.802 4.849 3.270
H: -0.568 5.900 3.126
H: 1.409 4.526 2.627
Cl: 1.033 3.985 -0.933
C: -0.713 3.693 -0.676
Cl: -1.159 2.020 -0.945
H: -1.245 4.321 -1.380
H: -0.936 3.963 0.350
C: 2.925 0.053 -3.582
C: 1.475 -0.421 -3.743
C: 0.612 0.752 -4.228
C: 1.414 -1.561 -4.767
C: 0.960 -0.886 -2.443
C: 0.527 -1.188 -1.353
H: 3.309 0.428 -4.535
H: 3.567 -0.764 -3.249
H: 2.982 0.852 -2.841
H: 0.972 1.111 -5.197
H: 0.649 1.572 -3.510
H: -0.430 0.447 -4.330
H: 1.792 -1.220 -5.735
H: 0.388 -1.908 -4.893
H: 2.017 -2.409 -4.437
C: 3.362 -3.652 -1.697
N: 2.729 -4.296 -0.550
C: 2.836 -3.566 0.716
C: 1.582 -4.939 -0.795
N: 0.637 -5.561 -1.023
H: 4.415 -3.493 -1.460
H: 2.886 -2.695 -1.926
H: 3.293 -4.311 -2.561
H: 3.894 -3.471 0.965
H: 2.333 -4.127 1.499
H: 2.389 -2.572 0.654

The LUMO energy (spin up / spin down) comes out at 0.0880 / 0.0879 Eh. Its net charge is -1. Its expectation value of S² is 0.773. As for the relative energy (zero: lowest compared OMol25 entry of this formula, charge and spin): 0.00 kcal per mole. The calculation puts the calculated total energy at -3229.7030 Ha. The spin multiplicity is 2.

Charges computed using Mulliken, reported in e: atom 1 (Hg): 1.2720, atom 2 (C): -0.8581, atom 3 (S): -0.0825, atom 4 (C): 0.1643, atom 5 (S): -0.5030, atom 6 (N): -0.9586, atom 7 (N): 0.2374, atom 8 (C): -1.1124, atom 9 (C): 0.8560, atom 10 (C): -0.8850, atom 11 (C): -0.3264, atom 12 (C): -0.7110, atom 13 (C): -0.3960, atom 14 (N): -0.1135, atom 15 (H): 0.3251, atom 16 (H): 0.2656, atom 17 (H): 0.2769, atom 18 (H): 0.3516, atom 19 (H): 0.3498, atom 20 (H): 0.3906, atom 21 (H): 0.3890, atom 22 (H): 0.4994, atom 23 (C): -1.5409, atom 24 (C): 0.6044, atom 25 (O): -0.4712, atom 26 (C): 0.1538, atom 27 (C): 0.1838, atom 28 (C): -0.2976, atom 29 (C): -0.5728, atom 30 (C): -0.7197, atom 31 (C): -0.2089, atom 32 (H): 0.3515, atom 33 (H): 0.4074, atom 34 (H): 0.3192, atom 35 (H): 0.3038, atom 36 (H): 0.4261, atom 37 (H): 0.3732, atom 38 (H): 0.3642, atom 39 (H): 0.3216, atom 40 (Cl): -0.1975, atom 41 (C): -0.1796, atom 42 (Cl): 0.0713, atom 43 (H): 0.4247, atom 44 (H): -0.1267, atom 45 (C): -1.5560, atom 46 (C): 2.5158, atom 47 (C): -1.4686, atom 48 (C): -1.4989, atom 49 (C): -0.5853, atom 50 (C): -0.7191, atom 51 (H): 0.4266, atom 52 (H): 0.3015, atom 53 (H): 0.3415, atom 54 (H): 0.4537, atom 55 (H): 0.1687, atom 56 (H): 0.3010, atom 57 (H): 0.4114, atom 58 (H): 0.3879, atom 59 (H): 0.2262, atom 60 (C): -0.8986, atom 61 (N): -0.0142, atom 62 (C): -0.9288, atom 63 (C): 0.6248, atom 64 (N): -0.5981, atom 65 (H): 0.3057, atom 66 (H): 0.1685, atom 67 (H): 0.3684, atom 68 (H): 0.2734, atom 69 (H): 0.3573, atom 70 (H): 0.2141

=====

[3]
Density functional theory data (ωB97M-V/def2-TZVPD) for a molecular structure, C37H63F24O11P3Tl in a non-equilibrium geometry.

Geometry (Å):
C: -2.410 -4.954 -1.783
C: -1.867 -3.589 -1.253
C: -0.539 -3.092 -1.942
C: -0.051 -1.805 -1.251
P: 1.570 -1.036 -1.703
C: 2.693 -2.538 -1.973
C: 3.034 -3.422 -0.779
C: 3.340 -4.873 -1.156
C: 4.636 -5.004 -2.019
C: 1.716 -0.089 -3.339
C: 1.041 -0.833 -4.518
C: 0.866 0.090 -5.748
C: 0.038 -0.598 -6.862
C: 2.439 -0.165 -0.312
C: 3.888 0.337 -0.554
C: 4.307 1.350 0.498
C: 5.720 1.918 0.214
H: -1.638 -5.706 -1.618
H: -2.650 -4.929 -2.846
H: -3.268 -5.312 -1.215
H: -1.757 -3.683 -0.172
H: -2.610 -2.826 -1.480
H: -0.814 -2.956 -2.988
H: 0.192 -3.899 -1.998
H: 0.072 -1.924 -0.174
H: -0.734 -0.961 -1.342
H: 3.594 -2.079 -2.381
H: 2.324 -3.050 -2.861
H: 2.198 -3.378 -0.081
H: 3.901 -3.019 -0.257
H: 2.511 -5.285 -1.732
H: 3.408 -5.527 -0.286
H: 4.733 -4.231 -2.782
H: 4.805 -5.984 -2.466
H: 5.506 -4.916 -1.369
H: 2.768 0.117 -3.539
H: 1.108 0.794 -3.140
H: 0.086 -1.264 -4.215
H: 1.598 -1.742 -4.745
H: 1.814 0.463 -6.135
H: 0.316 0.932 -5.328
H: -1.005 -0.701 -6.561
H: 0.466 -1.554 -7.163
H: -0.034 0.029 -7.750
H: 2.468 -0.848 0.537
H: 1.772 0.577 0.127
H: 3.875 0.922 -1.474
H: 4.604 -0.484 -0.594
H: 4.258 0.950 1.511
H: 3.664 2.230 0.525
H: 6.541 1.215 0.350
H: 6.015 2.750 0.855
H: 5.704 2.106 -0.859
Tl: -2.756 1.584 2.732
P: -1.067 1.255 0.173
O: -2.349 2.165 0.056
O: -0.340 1.867 1.480
O: -0.167 1.162 -1.092
O: -1.609 -0.141 0.753
C: 0.623 -0.995 8.446
C: 0.837 -0.587 7.055
O: 0.350 -1.538 6.096
P: -1.054 -1.362 5.325
O: -1.320 0.024 4.805
O: -1.062 -2.512 4.102
C: -0.383 -2.283 2.883
C: 0.849 -3.205 2.714
O: -2.166 -1.943 6.381
C: -1.990 -3.175 7.029
C: -2.760 -3.030 8.388
H: 0.864 -0.158 9.100
H: -0.414 -1.261 8.651
H: 1.137 -1.914 8.728
H: 0.475 0.410 6.802
H: 1.918 -0.585 6.919
H: -1.034 -2.455 2.027
H: -0.147 -1.229 2.733
H: 1.311 -3.398 3.682
H: 0.480 -4.207 2.495
H: 1.651 -2.780 2.111
H: -2.507 -3.877 6.375
H: -0.936 -3.447 7.090
H: -3.838 -3.090 8.236
H: -2.477 -3.862 9.034
H: -2.488 -2.113 8.910
C: 1.437 4.569 2.496
C: 2.407 5.525 1.778
C: 2.936 6.655 2.677
F: 3.593 6.164 3.766
F: 3.767 7.475 1.944
F: 3.428 4.863 1.222
F: 1.709 6.125 0.789
O: 1.995 4.222 3.769
C: 1.400 3.077 4.404
C: 2.089 1.767 3.742
F: 3.429 1.780 3.606
F: 1.742 0.697 4.473
F: 1.746 3.148 5.700
F: 0.046 3.068 4.266
H: 1.343 3.663 1.896
H: 0.469 5.062 2.575
H: 2.179 7.281 3.150
H: 1.638 1.514 2.783
C: -6.605 -0.019 -3.553
C: -6.312 -0.667 -4.971
C: -5.037 -0.114 -5.668
F: -4.643 -0.822 -6.769
F: -5.090 1.105 -6.129
F: -6.071 -1.937 -4.751
F: -7.435 -0.657 -5.741
O: -5.484 -0.389 -2.655
C: -5.795 -0.190 -1.228
C: -4.518 -0.393 -0.444
F: -4.669 0.204 0.762
F: -4.193 -1.679 -0.195
F: -6.106 1.143 -1.086
F: -6.813 -0.873 -0.821
H: -7.541 -0.480 -3.239
H: -6.728 1.053 -3.706
H: -4.170 -0.078 -5.008
H: -3.628 0.033 -0.908
C: -0.285 3.855 -2.819
C: 1.023 4.678 -2.480
C: 2.065 3.796 -1.782
F: 2.522 2.742 -2.579
F: 3.100 4.603 -1.374
F: 1.538 5.190 -3.597
F: 0.645 5.612 -1.644
O: -1.350 4.492 -3.458
C: -2.673 3.983 -3.223
C: -2.823 2.476 -3.345
F: -4.091 1.959 -3.321
F: -2.321 2.061 -4.509
F: -3.069 4.488 -2.063
F: -3.352 4.707 -4.110
H: -0.670 3.387 -1.913
H: 0.015 2.970 -3.379
H: 1.683 3.306 -0.886
H: -2.315 1.951 -2.536

The LUMO energy comes out at -0.3300 Eh. Its net charge is +1. The calculation puts the calculated total energy at -5868.3713 Ha. The spin multiplicity is 1.

Atom charges from the Mulliken analysis, given in e for atoms 1 to 99: atom 1 (C): -1.6588, atom 2 (C): 0.5238, atom 3 (C): -0.6173, atom 4 (C): 0.5756, atom 5 (P): 0.0184, atom 6 (C): -1.4916, atom 7 (C): -0.0195, atom 8 (C): -0.7491, atom 9 (C): -1.2067, atom 10 (C): 0.6359, atom 11 (C): -0.6659, atom 12 (C): 0.0798, atom 13 (C): -1.4191, atom 14 (C): -0.4801, atom 15 (C): -1.0527, atom 16 (C): 0.5169, atom 17 (C): -1.6836, atom 18 (H): 0.3647, atom 19 (H): 0.3587, atom 20 (H): 0.4495, atom 21 (H): 0.0079, atom 22 (H): -0.1233, atom 23 (H): 0.3056, atom 24 (H): 0.2617, atom 25 (H): -0.1906, atom 26 (H): -0.0721, atom 27 (H): 0.9426, atom 28 (H): 0.8382, atom 29 (H): -0.2837, atom 30 (H): 0.4531, atom 31 (H): 0.2392, atom 32 (H): 0.5280, atom 33 (H): 0.2693, atom 34 (H): 0.4080, atom 35 (H): 0.3219, atom 36 (H): 1.0946, atom 37 (H): -1.4972, atom 38 (H): 0.0295, atom 39 (H): 0.5040, atom 40 (H): 0.4462, atom 41 (H): -0.1131, atom 42 (H): 0.2526, atom 43 (H): 0.3706, atom 44 (H): 0.4272, atom 45 (H): 0.6557, atom 46 (H): -0.2226, atom 47 (H): 0.4874, atom 48 (H): 0.3783, atom 49 (H): 0.4191, atom 50 (H): -0.3381, atom 51 (H): 0.4297, atom 52 (H): 0.3984, atom 53 (H): 0.3869, atom 54 (Tl): 0.9023, atom 55 (P): -0.8301, atom 56 (O): -0.3910, atom 57 (O): 0.8286, atom 58 (O): 0.5945, atom 59 (O): -0.1935, atom 60 (C): -1.0938, atom 61 (C): -0.1571, atom 62 (O): -0.1766, atom 63 (P): 1.0264, atom 64 (O): -0.5721, atom 65 (O): -0.5231, atom 66 (C): 1.0109, atom 67 (C): -1.2952, atom 68 (O): -0.3288, atom 69 (C): -0.3454, atom 70 (C): -1.2493, atom 71 (H): 0.4067, atom 72 (H): 0.0736, atom 73 (H): 0.3101, atom 74 (H): 0.2948, atom 75 (H): 0.2838, atom 76 (H): -0.0493, atom 77 (H): -0.3701, atom 78 (H): 0.4726, atom 79 (H): 0.3822, atom 80 (H): 0.1629, atom 81 (H): 0.3562, atom 82 (H): 0.3685, atom 83 (H): 0.3230, atom 84 (H): 0.3662, atom 85 (H): 0.3321, atom 86 (C): -0.0615, atom 87 (C): 0.8850, atom 88 (C): 0.0068, atom 89 (F): -0.2452, atom 90 (F): -0.2642, atom 91 (F): -0.2493, atom 92 (F): -0.3208, atom 93 (O): -0.3425, atom 94 (C): 0.6983, atom 95 (C): 0.9750, atom 96 (F): -0.2618, atom 97 (F): -0.1565, atom 98 (F): -0.3095, atom 99 (F): -0.2193